Record 1
{
  "formula": "C14H19ClRe",
  "method": "the ωB97M-V functional and the def2-TZVPD basis",
  "symbols": ["C", "C", "C", "H", "C", "C", "H", "H", "H", "H", "Re", "Cl", "C", "C", "C", "H", "C", "C", "H", "H", "H", "H", "C", "C", "C", "C", "H", "H", "H", "H", "H", "H", "H", "H", "H"],
  "coordinates": [[0.36125, 0.66455, 2.39612], [1.18662, 1.30987, 1.39258], [2.04326, 0.33422, 0.79443], [1.18628, 2.36436, 1.17507], [1.73213, -0.93098, 1.38690], [0.73595, -0.72264, 2.40504], [0.35567, -1.46468, 3.07999], [-0.31533, 1.14201, 3.07884], [2.86764, 0.53331, 0.09869], [2.19237, -1.87637, 1.14322], [-0.12343, -0.17569, 0.55111], [-1.94485, 1.39062, 0.42001], [-0.93604, -0.00206, -2.27140], [0.15555, -0.92777, -2.25642], [1.36932, -0.16954, -2.17802], [0.07458, -2.01316, -2.30599], [1.03171, 1.22377, -2.26298], [-0.38498, 1.32115, -2.33515], [-0.95752, 2.23754, -2.38799], [-1.99305, -0.26429, -2.36519], [2.37659, -0.58380, -2.11069], [1.73811, 2.04895, -2.22340], [-2.69812, -1.54283, 2.45269], [-2.46160, -2.18792, 1.09807], [-3.51284, -1.63395, 0.14329], [-1.01441, -2.00883, 0.55152], [-2.66893, -0.46556, 2.32696], [-1.94904, -1.80349, 3.19956], [-3.68170, -1.77251, 2.86610], [-2.61628, -3.27325, 1.19500], [-3.39112, -0.55514, 0.07429], [-3.42716, -2.03225, -0.86558], [-4.52977, -1.82205, 0.49658], [-1.04249, -2.21186, -0.53428], [-0.38550, -2.77093, 1.04109]],
  "lumo_energy_ev": [0.4, -1.6],
  "spin_multiplicity": 4,
  "charge": 0,
  "max_force_ev_per_a": 6.48
}


Record 2
{
  "formula": "C41H41CdN5O2PS",
  "method": "the ωB97M-V functional and the def2-TZVPD basis",
  "symbols": ["Cd", "C", "C", "C", "C", "C", "C", "P", "C", "C", "C", "C", "C", "C", "C", "C", "C", "C", "C", "C", "C", "C", "C", "C", "H", "H", "H", "H", "H", "H", "H", "H", "H", "H", "H", "H", "H", "H", "H", "H", "O", "C", "C", "C", "C", "C", "C", "N", "H", "H", "H", "H", "H", "H", "H", "C", "N", "C", "N", "S", "H", "H", "H", "H", "H", "H", "C", "N", "N", "C", "O", "C", "C", "C", "C", "C", "C", "C", "C", "C", "H", "H", "H", "H", "H", "H", "H", "H", "H", "H", "H", "H"],
  "coordinates": [[11.57782, 16.25201, 9.66038], [10.08166, 14.54069, 15.75049], [10.24976, 13.97972, 14.47944], [10.84138, 14.68682, 13.43715], [11.36146, 15.94658, 13.70953], [11.16907, 16.52934, 14.97620], [10.49669, 15.87409, 15.97906], [11.89488, 16.83584, 12.20865], [11.62406, 18.55575, 12.64298], [10.30365, 19.05791, 12.70997], [10.04329, 20.39338, 13.03652], [11.11150, 21.23444, 13.34565], [12.39157, 20.78524, 13.32232], [12.66667, 19.45478, 12.97665], [13.71714, 16.65217, 12.23815], [14.38501, 16.76488, 13.40858], [15.76264, 16.69658, 13.48308], [16.50569, 16.56596, 12.36633], [15.88100, 16.58022, 11.08708], [16.63027, 16.49120, 9.90782], [16.01462, 16.31761, 8.70729], [14.63472, 16.17996, 8.65714], [13.83212, 16.33959, 9.73231], [14.47975, 16.52691, 11.00309], [9.65254, 13.94431, 16.54282], [9.98234, 12.95536, 14.40967], [10.87414, 14.25545, 12.44028], [11.50261, 17.51772, 15.18278], [10.38167, 16.33539, 16.95591], [9.47089, 18.42320, 12.50001], [9.03274, 20.77393, 13.06008], [10.87914, 22.29984, 13.55458], [13.23377, 21.43794, 13.56314], [13.69371, 19.17940, 12.86994], [13.89926, 16.83138, 14.39622], [16.15802, 16.81489, 14.44707], [17.58488, 16.46090, 12.40540], [17.71257, 16.51762, 9.90357], [16.60779, 16.15710, 7.79235], [14.14765, 16.07894, 7.66520], [11.35751, 16.90887, 7.13454], [10.08351, 17.37118, 6.79584], [8.99674, 17.13141, 7.85160], [7.68010, 17.37250, 7.49376], [6.69531, 17.09050, 8.40938], [7.02247, 16.60176, 9.68278], [8.35680, 16.45860, 9.97150], [9.31114, 16.71462, 9.04159], [11.82731, 17.66430, 7.57445], [9.77697, 16.78891, 5.94249], [10.08133, 18.39876, 6.45773], [7.44464, 17.67490, 6.48029], [5.66707, 17.23848, 8.05304], [6.22641, 16.31738, 10.34666], [8.69969, 16.03175, 10.91746], [14.01149, 22.36861, 10.15354], [12.96246, 21.57184, 9.55404], [13.00701, 20.21759, 9.49123], [14.15984, 19.55134, 9.64161], [11.59778, 19.34687, 9.27089], [13.57056, 23.27384, 10.47028], [14.76984, 22.63094, 9.36558], [14.42538, 21.85422, 11.05696], [12.07071, 21.98374, 9.40828], [15.01480, 19.99870, 9.34960], [14.09433, 18.53341, 9.47195], [11.99169, 10.81737, 6.98551], [11.04807, 11.56153, 7.86341], [11.64403, 12.46462, 8.69081], [10.65669, 13.35106, 9.13014], [10.82851, 14.16868, 10.04565], [9.48476, 13.05097, 8.36870], [9.78046, 11.93856, 7.62008], [8.88688, 11.15262, 6.69138], [12.78504, 12.09156, 9.46869], [12.61386, 11.39756, 10.65315], [13.73906, 10.91032, 11.29401], [15.00346, 11.07942, 10.73728], [15.17781, 11.80124, 9.57347], [14.09372, 12.41152, 8.95110], [12.69682, 10.29212, 7.61956], [12.54569, 11.53328, 6.38485], [11.43142, 10.03073, 6.50329], [8.51247, 13.45634, 8.42011], [8.00843, 11.78121, 6.50073], [8.53793, 10.29075, 7.22190], [9.43076, 10.89836, 5.78106], [11.64842, 11.15551, 11.03631], [13.67769, 10.29782, 12.20898], [15.85902, 10.63978, 11.22769], [16.19366, 11.94762, 9.20806], [14.17322, 12.93062, 8.00156]],
  "lumo_energy_ev": -1.6,
  "charge": 1,
  "relative_energy_kcal_mol": 19.4,
  "max_force_ev_per_a": 2.38
}


Record 3
{
  "formula": "C4H8N2O",
  "method": "the ωB97M-V functional and the def2-TZVPD basis",
  "symbols": ["C", "C", "C", "O", "H", "H", "H", "H", "H", "H", "N", "C", "N", "H", "H"],
  "coordinates": [[-0.05885, -0.18344, -1.34165], [1.15939, -0.35135, -0.42226], [1.43833, 0.81409, 0.50167], [1.14306, 1.96908, 0.31892], [-0.19540, -1.14934, -1.76867], [-0.86104, 0.22971, -0.65502], [0.07078, 0.50502, -2.06642], [1.11416, -1.42272, 0.08217], [1.96873, -0.42331, -1.05850], [2.05598, 0.42564, 1.46068], [-2.47998, 1.42136, 1.02683], [-1.92333, 0.75557, 1.82568], [-1.00980, 0.30049, 2.40569], [-3.50089, 1.41345, 0.80109], [-0.85417, -0.52580, 2.94096]],
  "smiles": "CCC=O.N=C=N",
  "lumo_energy_ev": 0.8,
  "charge": 0,
  "relative_energy_kcal_mol": 76.4,
  "max_force_ev_per_a": 5.70
}


Record 4
{
  "formula": "C12H25NO5Pt",
  "method": "the ωB97M-V functional and the def2-TZVPD basis",
  "symbols": ["Pt", "C", "C", "O", "C", "C", "O", "C", "C", "O", "C", "C", "O", "H", "H", "H", "H", "H", "H", "H", "H", "H", "H", "H", "H", "H", "H", "H", "H", "C", "N", "C", "C", "C", "O", "H", "H", "H", "H", "H", "H", "H", "H", "H"],
  "coordinates": [[0.65404, -0.29738, 0.46153], [-1.50974, 1.53186, -0.30463], [-1.86947, 1.42127, 1.14227], [-1.00265, 0.56946, 1.91734], [-0.40133, 1.27166, 3.00204], [0.86951, 0.55030, 3.44788], [1.66650, 0.28418, 2.25887], [2.99688, 0.85601, 2.11453], [2.84200, 1.96485, 1.11155], [2.43964, 1.37366, -0.13369], [1.91780, 2.37330, -0.99008], [0.56567, 1.99001, -1.48505], [-0.10546, 1.62265, -0.27302], [-1.93813, 2.44883, -0.73181], [-1.78985, 0.66342, -0.90679], [-2.87465, 1.00609, 1.21631], [-1.94347, 2.38988, 1.59585], [-1.11956, 1.37518, 3.84200], [-0.18981, 2.34270, 2.67550], [0.64092, -0.40009, 3.88740], [1.39440, 1.17151, 4.16992], [3.60013, 0.09991, 1.71549], [3.37264, 1.28932, 3.04660], [3.77930, 2.55120, 0.92847], [2.07079, 2.66994, 1.35946], [2.63522, 2.54619, -1.79039], [1.86438, 3.29857, -0.40645], [0.58560, 1.14965, -2.16932], [0.09148, 2.81094, -1.97278], [-1.01226, -2.10576, -3.59455], [-1.26187, -2.74497, -2.33640], [-1.75906, -4.15945, -2.41374], [-0.94542, -2.17247, -1.18256], [-1.33383, -2.73760, 0.14049], [-0.37360, -1.00114, -1.22456], [-0.69810, -2.89953, -4.34265], [-0.23727, -1.36876, -3.60046], [-1.86811, -1.58527, -4.00770], [-0.96791, -4.75156, -2.89160], [-2.60861, -4.14296, -3.13012], [-1.95264, -4.66256, -1.46830], [-1.22949, -1.96392, 0.88714], [-0.63833, -3.55337, 0.35399], [-2.35628, -3.07576, 0.08203]],
  "lumo_energy_ev": [-6.0, -8.5],
  "spin_multiplicity": 3,
  "charge": 2,
  "max_force_ev_per_a": 2.55
}


Record 5
{
  "formula": "C2H3NO2",
  "method": "the ωB97M-V functional and the def2-TZVPD basis",
  "symbols": ["N", "C", "O", "H", "C", "O", "H", "H"],
  "coordinates": [[0.14507, 1.66950, 0.29009], [-0.29231, 1.46167, 1.35961], [-0.66543, 1.30027, 2.43016], [0.56050, 1.42295, -0.58294], [0.12898, -1.47080, -0.86903], [-0.77989, -0.74010, -1.08154], [0.78575, -1.70056, -1.74846], [0.11733, -1.94294, 0.20212]],
  "smiles": "N=C=O.C=O",
  "lumo_energy_ev": 0.6,
  "charge": 0,
  "relative_energy_kcal_mol": 35.4,
  "max_force_ev_per_a": 2.77
}


Record 6
{
  "formula": "F2H2N2O2S",
  "method": "the ωB97M-V functional and the def2-TZVPD basis",
  "symbols": ["N", "N", "O", "O", "F", "F", "S", "H", "H"],
  "coordinates": [[-1.54049, -0.89426, -0.19423], [1.70199, -0.13501, 0.28077], [0.39578, 1.34665, -1.68932], [0.06846, 1.80476, 0.71710], [1.31345, -0.43025, 1.56046], [1.52522, -1.28099, -0.39438], [0.26492, 0.94380, -0.36993], [-2.24254, -0.30032, -0.65334], [-1.48679, -1.05439, 0.74287]],
  "lumo_energy_ev": [-2.4, -2.4],
  "charge": 0,
  "relative_energy_kcal_mol": 81.4,
  "max_force_ev_per_a": 6.07
}


- What is the formula in the fourth record?
  C12H25NO5Pt